ORCA calculation (the ωB97M-V functional and the def2-TZVPD basis) on a 2-piece molecular cluster, C2H4IN overall in a non-equilibrium geometry.

XYZ file:
```
8
C2H4IN | the Open Molecules 2025 dataset | the ωB97M-V functional and the def2-TZVPD basis
C -1.14 -0.52 -0.18
C 1.10 0.46 0.22
N -0.30 0.20 0.36
I -3.17 -0.29 0.18
H -0.88 -1.53 -1.37
H 1.48 0.92 1.19
H 1.26 1.17 -0.56
H 1.65 -0.40 0.15
```

## Properties
LUMO energy: 0.00520 hartree
Kohn-Sham gap: 9.22 eV
energy above the lowest of the compared OMol25 structures with the same formula, charge and spin: 227.5 kJ/mol